P | Below is a molecular structure, C4H11NS, with properties calculated with ωB97M-V with the def2-TZVPD basis set.

Structure (XYZ):
```
17
Properties=species:S:1:pos:R:3
C -3.1971 0.4131 -1.1674
C -1.6940 0.1643 -1.2037
S -0.8960 1.0588 0.1629
H -3.3475 1.4952 -1.1645
H -3.6194 0.0329 -0.2398
H -3.7050 -0.0031 -2.0375
H -1.2932 0.4540 -2.1758
H -1.4522 -0.8888 -1.0436
C 2.0092 -0.8034 1.9565
C 2.6574 0.1555 -0.1077
N 1.7354 -0.1250 0.6977
H 1.3091 -1.6188 2.0993
H 1.8485 -0.0869 2.7624
H 3.0416 -1.1534 1.9685
H 3.6961 -0.0980 0.0971
H 2.4048 0.6732 -1.0255
H 0.5022 0.3306 0.4213
```

Calculated values
Frontier orbital gap = 7.814 eV


Q | Below is 2 unconnected molecules or ions with the total composition C4H11NS, with properties calculated with ωB97M-V with the def2-TZVPD basis set.

Structure (XYZ):
```
17
Properties=species:S:1:pos:R:3
C -1.9017 -0.7626 -0.3078
C 1.3558 0.9020 -1.2059
C -1.7913 0.4054 0.6373
C 0.6744 0.2762 1.4119
N 1.7460 -1.4570 -0.3845
S 1.9313 -0.0379 0.2649
H -1.1256 -0.5102 -1.1049
H -1.5771 -1.7908 0.2722
H -2.7821 -0.7373 -0.8599
H 0.5978 1.5253 -0.9181
H 0.9591 0.1484 -1.7763
H 2.3071 1.3767 -1.7085
H -2.0720 0.3557 1.6766
H -1.8299 1.4252 0.1643
H 0.4672 -0.2847 2.2905
H 0.6832 1.3513 1.4629
H 2.3576 -2.1857 0.0854
```

Calculated values
Frontier orbital gap (spin up / spin down) = 7.619 / 8.144 eV


R | Below is 2 unconnected molecules or ions with the total composition C4H11NS, with properties calculated with ωB97M-V with the def2-TZVPD basis set.

Structure (XYZ):
```
17
Properties=species:S:1:pos:R:3
C 1.1332 2.4366 0.8829
S 0.0451 3.8660 1.2127
C -0.9396 3.6588 -0.3301
H 0.5353 1.6164 1.1315
H 1.6020 2.1928 -0.2470
H 2.0752 2.3434 1.4891
H -0.3637 2.9177 -0.9758
H -1.0694 4.6923 -0.7836
H -2.0937 3.3361 -0.0414
C -0.3130 -4.1888 0.6520
C -0.1927 -2.9924 0.0227
N 0.3315 -2.8447 -1.2465
H 0.2246 -4.8971 0.1640
H -1.1740 -4.4137 1.2869
H -1.1117 -2.3883 0.0702
H 0.1590 -2.0177 -1.6821
H 1.1520 -3.3174 -1.6056
```

Calculated values
Structure (SMILES) = C=CN.CSC
Frontier orbital gap = 8.785 eV


S | Below is C4H11NS in the gas phase, with properties calculated with ωB97M-V with the def2-TZVPD basis set.

Structure (XYZ):
```
17
Properties=species:S:1:pos:R:3
C 2.6909 -0.1883 -0.2585
C -2.4232 1.1289 -0.1190
C 1.2655 -0.7329 -0.4989
C 0.1873 0.2339 -0.0294
N -1.4688 -1.2499 1.2267
S -1.4665 -0.6340 -0.1548
H 2.7693 0.8643 -0.6796
H 2.8187 0.0643 0.7246
H 3.4826 -0.9039 -0.5518
H -2.3536 1.5510 -1.1379
H -2.1959 1.8007 0.7047
H -3.5247 0.9663 -0.0112
H 1.0382 -1.6621 0.1928
H 1.1017 -0.9947 -1.4962
H 0.0964 1.2171 -0.5519
H 0.2400 0.3391 1.1102
H -2.2579 -1.7997 1.5301
```

Calculated values
Frontier orbital gap = 9.003 eV


Most stable: P (next structure +100.6 kJ/mol)


P | Below is 2 unconnected molecules or ions with the total composition C4H11NS, with properties calculated with ωB97M-V with the def2-TZVPD basis set.

Structure (XYZ):
```
17
Properties=species:S:1:pos:R:3
C -1.3819 0.9330 1.0542
C -2.7012 1.6853 1.0359
S -1.8965 3.3680 1.7914
H -1.1371 0.8339 2.2311
H -0.6876 1.4246 0.4799
H -1.4489 0.0078 0.5340
H -3.6039 1.4387 1.6179
H -2.9860 1.6773 -0.0075
C 2.0170 -1.4341 -1.3655
C 2.9527 -1.8605 -0.3423
N 1.8208 -2.0518 -2.5486
H 1.3109 -0.5893 -1.1511
H 2.6612 -2.1327 0.6218
H 3.8234 -2.4702 -0.6871
H 1.5988 -1.3329 -3.1558
H -2.7617 3.2799 2.8891
H 2.4201 -2.7770 -2.9975
```

Calculated values
Structure (SMILES) = C=CN.CCS
Frontier orbital gap = 8.568 eV


Q | Below is C4H11NS in the gas phase, with properties calculated with ωB97M-V with the def2-TZVPD basis set.

Structure (XYZ):
```
17
Properties=species:S:1:pos:R:3
C -0.7309 1.0997 0.1371
C -0.9346 1.0327 -1.3764
S 0.5177 1.5383 -2.3211
C 0.3713 0.1953 0.6659
N -0.0630 -1.2000 0.6586
C 0.8861 -2.1075 1.2415
H -0.4558 2.1396 0.3409
H -1.6106 0.7830 0.6969
H -1.8084 1.6082 -1.6403
H -1.2354 0.0412 -1.6989
H 0.1946 2.8268 -2.4855
H 1.3146 0.3944 0.1319
H 0.5613 0.3683 1.7104
H -0.3581 -1.5628 -0.2348
H 0.8368 -2.1216 2.3342
H 1.9156 -1.9265 0.9121
H 0.5987 -3.1092 0.9275
```

Calculated values
Structure (SMILES) = CNCCCS
Frontier orbital gap = 9.589 eV


R | Below is 2 unconnected molecules or ions with the total composition C4H11NS, with properties calculated with ωB97M-V with the def2-TZVPD basis set.

Structure (XYZ):
```
17
Properties=species:S:1:pos:R:3
C 0.7125 2.3634 0.2973
C 1.6686 1.2478 0.7330
S 1.1543 0.5369 2.3333
H 1.0061 2.7733 -0.6799
H 0.5195 3.1258 1.0178
H -0.3239 1.9522 0.1238
H 2.7698 1.5965 0.7817
H 1.6585 0.5038 -0.0586
C -1.6512 -1.5148 -1.3993
C -0.2830 -1.3276 0.5498
N -0.7748 -2.0304 -0.3987
H -2.7096 -1.7493 -1.1840
H -1.3761 -2.0502 -2.3420
H -1.5766 -0.4427 -1.4664
H -0.3347 -0.2235 0.5212
H 0.0765 -1.7408 1.5457
H -0.5359 -3.0205 -0.3747
```

Calculated values
Frontier orbital gap = 5.138 eV


S | Below is C4H11NS in the gas phase, with properties calculated with ωB97M-V with the def2-TZVPD basis set.

Structure (XYZ):
```
17
Properties=species:S:1:pos:R:3
C -1.0917 -1.0012 1.6309
C -0.4597 -0.7266 0.2669
C 0.6288 0.3274 0.4098
C 1.4322 0.6624 -0.8152
S 0.6594 1.9287 -1.8731
N -1.5134 -0.3285 -0.6843
H -0.6607 -1.8453 2.1744
H -2.1251 -1.2263 1.4433
H -1.0937 -0.0954 2.2409
H 0.0309 -1.6281 -0.1027
H 0.2664 1.2530 0.8279
H 1.3416 -0.1583 1.0757
H 2.4048 1.0097 -0.4933
H 1.5401 -0.2277 -1.4375
H 1.7117 2.7165 -2.1262
H -1.8826 -1.0732 -1.2531
H -1.1891 0.4128 -1.2844
```

Calculated values
Structure (SMILES) = C[C@@H](N)CCS
Frontier orbital gap = 9.906 eV


Most stable: S (next structure +17.5 kJ/mol)


P | Below is C3H10N2O in the gas phase, with properties calculated with ωB97M-V with the def2-TZVPD basis set.

Structure (XYZ):
```
16
Properties=species:S:1:pos:R:3
C 0.5731 0.1989 -0.1218
N -0.4680 -0.7627 0.1289
C -0.0839 -2.1514 0.2356
O -1.0066 -2.8986 0.9853
C 0.2028 1.6381 0.3150
N 0.3090 2.5949 -0.7696
H 1.4937 -0.1056 0.3767
H 0.8609 0.2942 -1.1752
H -1.2990 -0.7056 -0.4377
H 0.8603 -2.2170 0.7721
H 0.0535 -2.6310 -0.7472
H -1.7749 -3.0954 0.4297
H 0.9117 1.9464 1.0618
H -0.7720 1.6976 0.8217
H -0.4977 2.6879 -1.3611
H 0.6372 3.5093 -0.5141
```

Calculated values
Structure (SMILES) = NCCNCO
Frontier orbital gap = 9.689 eV


Q | Below is 2 unconnected molecules or ions with the total composition C3H10N2O, with properties calculated with ωB97M-V with the def2-TZVPD basis set.

Structure (XYZ):
```
16
Properties=species:S:1:pos:R:3
C -0.0071 -0.6358 -1.5942
C -0.9154 -0.9611 -2.5496
N 1.3543 -0.6099 -1.6470
H -0.2864 0.1820 -0.9351
H -0.5374 -1.5495 -3.4190
H -2.0513 -0.8305 -2.5018
H 0.9215 1.4919 0.6887
H 1.6609 -1.2479 -2.4076
H 1.8399 0.3290 -1.7005
N -0.0945 0.5964 3.1816
C -0.2082 0.3766 1.7633
O -0.0237 1.5617 0.9264
H -0.1996 1.5801 3.4292
H -0.5587 0.1380 3.9139
H 0.2866 -0.4261 1.3796
H -1.1809 0.0052 1.4720
```

Calculated values
Structure (SMILES) = C=CN.NCO
Frontier orbital gap = 9.243 eV


R | Below is C3H10N2O in the gas phase, with properties calculated with ωB97M-V with the def2-TZVPD basis set.

Structure (XYZ):
```
16
Properties=species:S:1:pos:R:3
C 1.0103 -0.2531 0.4096
C 0.9334 0.9301 1.3745
O 2.2911 1.5480 1.3196
N -0.3034 -0.6264 -0.0491
C -0.9444 -0.3021 -1.3218
N -2.3837 -0.8659 -1.3336
H 1.5832 0.0385 -0.4714
H 1.6104 -1.0489 0.8565
H 0.6435 0.5579 2.3488
H 0.3946 1.7996 1.0030
H 2.0832 2.3468 0.8354
H -0.7840 -1.2780 0.5450
H -0.9703 0.7848 -1.4761
H -0.3608 -0.8861 -2.0314
H -2.1231 -1.7973 -1.6490
H -2.6799 -0.9480 -0.3600
```

Calculated values
Structure (SMILES) = NCNCCO
Frontier orbital gap = 9.349 eV


Most stable: P (next structure +83.6 kJ/mol)


P | Below is 2 unconnected molecules or ions with the total composition C3H10N2O, with properties calculated with ωB97M-V with the def2-TZVPD basis set.

Structure (XYZ):
```
16
Properties=species:S:1:pos:R:3
C 1.0995 -1.2938 -1.4870
O 0.0251 -0.3859 -1.5222
H -0.5651 -0.3162 -0.3315
H 1.8395 -1.0274 -0.7138
H 0.7469 -2.3099 -1.2698
H 1.6101 -1.3153 -2.4551
C -0.8507 -0.5767 1.9973
C -0.0579 1.9704 -0.3914
N -0.2405 1.3500 0.8517
N -0.7521 0.1968 0.7767
H -1.9023 -0.7281 2.2462
H -0.3431 -0.0595 2.8116
H -0.3904 -1.5532 1.8320
H -0.9754 2.0267 -0.9854
H 0.4026 1.0544 -1.1015
H 0.3539 2.9678 -0.2578
```

Calculated values
Frontier orbital gap = 8.797 eV


Q | Below is 2 unconnected molecules or ions with the total composition C3H10N2O, with properties calculated with ωB97M-V with the def2-TZVPD basis set.

Structure (XYZ):
```
16
Properties=species:S:1:pos:R:3
C 2.8958 -0.7935 -0.5573
C 2.2199 -0.1094 0.6482
N -0.7716 0.3816 0.5862
C 0.2499 1.2663 0.2934
N 1.4878 1.0476 0.3063
H 3.6428 -0.1345 -0.9862
H 2.1763 -1.1486 -1.2911
H 3.3736 -1.7077 -0.1895
H 3.0125 0.2202 1.3203
H 1.6366 -0.9173 1.1505
H -0.4581 -0.3429 1.2272
H -1.6138 0.7937 0.9582
H -0.0366 2.2585 -0.0506
H -5.1975 -0.1239 -1.0622
H -6.6570 -0.0616 -0.9943
O -5.9605 -0.6286 -1.3593
```

Calculated values
Structure (SMILES) = CC/N=C\N.O
Frontier orbital gap = 9.531 eV


R | Below is 2 unconnected molecules or ions with the total composition C3H10N2O, with properties calculated with ωB97M-V with the def2-TZVPD basis set.

Structure (XYZ):
```
16
Properties=species:S:1:pos:R:3
C -1.7814 -1.2274 -1.2928
O -2.1108 -0.6063 -0.0723
H -2.1787 -2.2415 -1.2935
H -2.2146 -0.7050 -2.1507
H -0.7006 -1.3081 -1.4473
C 0.9291 1.1259 0.4060
C 1.1079 -0.1210 0.8354
N 2.3769 -0.6660 1.1224
N -0.3430 1.7577 0.2453
H 1.7781 1.7668 0.1816
H 0.2686 -0.7717 1.0448
H 2.4499 -1.6227 0.8182
H 3.1011 -0.1422 0.6568
H -0.2536 2.6798 -0.1428
H -0.8346 1.8624 1.1227
H -1.5943 0.2193 -0.0339
```

Calculated values
Structure (SMILES) = N/C=C/N.CO
Frontier orbital gap = 8.928 eV


Most stable: Q (next structure +38.6 kJ/mol)